C10H24F6N5O8P2S2Ti | ωB97M-V with the def2-TZVPD basis set

The energy relative to the best compared isomer or geometry (same formula, charge and spin) comes out at 18.5 kcal per mole. Its HOMO energy (spin up / spin down) is -6.24 / -8.86 eV. As for the spin multiplicity: 2. As for the charge: 0. As for the expectation value of S²: 0.755.

Last column: Mulliken spin population.
Element x y z (Å)
1 Ti -0.09 -0.02 -0.23  1.014
2 S -3.06 1.34 -0.57  -0.003
3 S -3.03 -1.44 -0.45  -0.001
4 P 2.88 -0.59 1.05  0.015
5 P 1.06 0.79 2.82  0.028
6 F -3.57 2.14 1.89  0.000
7 F -3.42 -3.72 0.71  0.000
8 F -3.49 3.70 0.39  0.000
9 F -3.52 -2.04 2.08  -0.001
10 F -5.22 2.40 0.51  0.000
11 F -5.17 -2.43 0.73  0.000
12 O -1.65 1.52 -0.20  0.013
13 O -1.62 -1.57 -0.08  -0.034
14 O -0.04 -0.05 -1.89  -0.079
15 O 0.04 0.14 1.97  -0.015
16 O -3.47 1.76 -1.86  0.000
17 O -3.44 -1.97 -1.70  0.001
18 O 2.06 -0.06 -0.07  0.037
19 O 2.52 0.15 2.48  -0.007
20 N 4.46 -0.28 0.81  0.000
21 N 1.18 2.41 2.57  -0.005
22 N 0.87 0.55 4.43  -0.001
23 N 2.66 -2.19 1.36  0.002
24 N -3.59 -0.03 -0.06  0.003
25 C 2.05 -2.96 0.26  0.044
26 C 2.32 -2.68 2.69  0.004
27 C -3.85 -2.46 0.85  0.002
28 C -3.90 2.46 0.64  0.004
29 C 5.41 -0.79 1.80  0.000
30 C 1.10 2.92 1.20  0.007
31 C -0.49 0.18 4.84  0.000
32 C 2.12 3.14 3.42  0.000
33 C 1.93 0.00 5.27  0.000
34 C 4.81 1.03 0.26  0.000
35 H -1.22 0.78 4.30  0.000
36 H 2.49 -3.75 2.71  0.001
37 H 1.27 -2.49 2.94  0.001
38 H 5.18 -1.84 2.02  0.000
39 H 3.16 2.96 3.12  0.000
40 H 2.90 0.42 4.99  0.000
41 H 6.41 -0.73 1.38  0.000
42 H -0.70 -0.88 4.66  0.000
43 H 1.72 0.27 6.30  0.000
44 H 4.75 1.82 1.01  0.000
45 H -0.58 0.39 5.91  0.000
46 H 0.27 2.46 0.67  -0.010
47 H 2.95 -2.21 3.44  0.000
48 H 5.83 0.98 -0.11  0.000
49 H 1.91 4.20 3.32  0.000
50 H 0.89 3.99 1.26  0.001
51 H 2.30 -4.01 0.42  0.003
52 H 2.46 -2.63 -0.70  -0.002
53 H 5.39 -0.21 2.73  0.000
54 H 4.14 1.25 -0.57  0.000
55 H 1.98 2.85 4.46  0.000
56 H 0.96 -2.84 0.23  -0.015
57 H 2.03 2.76 0.64  -0.008
58 H 1.99 -1.09 5.20  0.000